(1)
{"formula": "C4H26BO21", "method": "wB97M-V/def2-TZVPD", "lumo_ev": 1.583, "charge": -1, "energy_ev": -48252.6155, "molar_mass_g_mol": 421.043, "max_force_ev_per_a": 3.624, "de_lowest_kcal_mol": 33.5, "homo_lumo_gap_ev": 9.65, "species": ["O", "C", "O", "B", "O", "C", "O", "O", "C", "O", "C", "O", "O", "O", "H", "H", "O", "H", "H", "O", "H", "H", "O", "H", "H", "O", "H", "H", "O", "H", "H", "O", "H", "H", "O", "H", "H", "O", "H", "H", "O", "H", "H", "O", "H", "H", "O", "H", "H", "O", "H", "H"], "xyz": [[2.626, -1.232, 2.148], [1.935, -0.628, 1.370], [0.880, -1.077, 0.548], [0.060, 0.094, 0.035], [0.817, 1.264, 0.535], [1.881, 0.922, 1.373], [2.699, 1.588, 2.014], [-1.351, 0.124, 0.529], [-2.228, 0.188, -0.445], [-3.428, 0.295, -0.397], [-1.391, -0.018, -1.725], [-0.092, 0.031, -1.403], [-1.932, -0.233, -2.811], [4.815, 0.400, 4.059], [4.413, 0.410, 4.928], [4.085, 0.540, 3.455], [4.678, 0.089, -0.457], [4.101, 0.854, -0.466], [5.519, 0.419, -0.774], [5.348, -1.831, 1.613], [4.546, -1.786, 2.134], [5.412, -0.971, 1.197], [-6.016, -0.335, -0.638], [-5.759, -1.205, -0.944], [-5.190, 0.098, -0.423], [-1.770, -3.030, 1.745], [-1.470, -2.816, 2.628], [-0.966, -3.105, 1.230], [-1.127, -3.399, -2.563], [-0.258, -3.554, -2.192], [-1.156, -2.455, -2.718], [-3.294, -0.899, -5.324], [-2.340, -0.852, -5.382], [-3.475, -0.955, -4.386], [-4.266, 1.816, -3.975], [-3.701, 2.071, -3.245], [-3.707, 1.277, -4.534], [0.009, -1.408, 3.792], [-0.528, -0.763, 4.252], [0.885, -1.024, 3.777], [5.247, 2.875, 1.498], [4.367, 2.709, 1.836], [5.105, 3.370, 0.691], [3.639, 2.908, -0.962], [2.682, 2.941, -0.952], [3.885, 3.319, -1.791], [-4.576, -2.600, 1.585], [-3.716, -3.013, 1.668], [-4.386, -1.704, 1.309], [-4.211, 3.338, -1.086], [-3.862, 4.011, -1.669], [-3.437, 2.943, -0.684]], "forces_ev_per_angstrom": [[-0.9, 0.0, -1.2], [-2.5, -0.3, -0.2], [1.8, 0.9, 1.5], [0.7, -0.8, 1.2], [2.3, 0.8, 1.7], [0.1, 0.3, -0.7], [-2.9, -1.0, -2.0], [0.1, 0.3, 0.9], [0.4, -0.6, -0.1], [1.4, 0.2, 0.3], [-1.3, -0.1, -1.7], [-0.9, -0.1, -1.3], [2.0, 0.4, 1.9], [0.3, 0.0, 0.2], [-0.1, 0.0, 0.2], [-0.3, 0.1, -0.4], [-0.1, -0.5, 0.0], [0.0, 0.5, 0.0], [0.2, 0.2, 0.0], [0.5, -0.6, 0.1], [-0.1, 0.1, 0.1], [-0.2, 0.3, -0.2], [-0.7, 0.0, 0.1], [0.1, -0.2, 0.0], [0.1, 0.1, -0.1], [-0.3, -0.3, -0.1], [0.3, 0.2, 0.3], [0.2, 0.1, -0.2], [-0.1, -0.2, 0.0], [0.2, -0.1, 0.1], [-0.1, 0.3, -0.2], [-0.2, 0.1, -0.5], [0.2, 0.0, 0.1], [0.0, 0.0, 0.4], [-0.2, 0.3, -0.2], [-0.1, 0.0, 0.4], [0.1, -0.4, -0.3], [-0.2, -0.1, 0.0], [-0.2, 0.2, 0.1], [0.4, -0.1, -0.1], [0.6, 0.2, 0.2], [-0.3, -0.2, 0.1], [-0.2, 0.0, -0.2], [0.1, 0.0, 0.1], [-0.4, 0.0, 0.1], [0.1, 0.0, -0.3], [-0.6, -0.1, 0.1], [0.5, -0.1, -0.1], [0.0, 0.3, -0.1], [-0.1, 0.0, -0.1], [0.0, 0.3, -0.2], [0.1, -0.2, 0.2]]}


(2)
{"formula": "C36H43N3ORuS2Te", "method": "wB97M-V/def2-TZVPD", "multiplicity": 2, "s_squared": 0.76, "lumo_ev": [-4.714, -4.762], "charge": 1, "energy_ev": -76085.4760, "molar_mass_g_mol": 826.564, "max_force_ev_per_a": 2.620, "de_lowest_kcal_mol": 8.0, "homo_lumo_gap_ev": [4.89, 4.71], "species": ["Ru", "C", "N", "C", "C", "N", "C", "C", "C", "C", "C", "C", "C", "S", "C", "C", "C", "C", "C", "C", "S", "H", "H", "H", "H", "H", "H", "H", "H", "H", "H", "H", "H", "H", "H", "H", "H", "H", "H", "C", "C", "O", "N", "Te", "C", "C", "C", "C", "C", "C", "C", "C", "C", "C", "C", "C", "C", "C", "C", "C", "C", "C", "H", "H", "H", "H", "H", "H", "H", "H", "H", "H", "H", "H", "H", "H", "H", "H", "H", "H", "H", "H", "H", "H", "H", "H", "H"], "xyz": [[-0.165, 0.142, -0.126], [-3.196, 1.409, 0.077], [-1.763, 1.798, 0.103], [-1.387, 2.622, -1.065], [-1.467, 1.802, -2.324], [-0.514, 0.668, -2.294], [0.774, 1.057, -2.891], [-1.104, -0.486, -2.987], [-1.114, -0.553, -4.375], [-1.729, -1.612, -5.025], [-2.346, -2.609, -4.282], [-2.334, -2.545, -2.897], [-1.719, -1.479, -2.236], [-1.762, -1.442, -0.468], [-1.492, 2.455, 1.379], [-1.864, 3.771, 1.603], [-1.709, 4.334, 2.863], [-1.200, 3.577, 3.910], [-0.831, 2.260, 3.690], [-0.970, 1.703, 2.419], [-0.465, 0.061, 2.164], [-3.821, 2.299, -0.036], [-3.445, 0.915, 1.011], [-3.400, 0.714, -0.729], [-0.377, 2.991, -0.897], [-2.049, 3.484, -1.182], [-1.274, 2.439, -3.189], [-2.466, 1.400, -2.441], [0.653, 1.463, -3.897], [1.421, 0.190, -2.936], [1.248, 1.818, -2.270], [-0.653, 0.230, -4.966], [-1.728, -1.651, -6.107], [-2.841, -3.435, -4.781], [-2.796, -3.326, -2.303], [-2.288, 4.365, 0.801], [-2.003, 5.365, 3.026], [-1.093, 4.011, 4.897], [-0.421, 1.651, 4.488], [3.879, -0.064, 1.519], [2.447, 0.392, 1.288], [1.908, 0.932, 2.252], [1.818, 0.206, 0.062], [3.657, -0.285, -1.666], [4.310, 0.265, -3.637], [5.303, 1.259, -3.696], [5.925, 1.926, -2.485], [5.792, 1.626, -4.947], [5.307, 1.072, -6.124], [5.829, 1.510, -7.469], [4.300, 0.120, -6.034], [3.775, -0.286, -4.812], [2.661, -1.306, -4.840], [3.811, -2.401, -1.839], [5.099, -2.956, -1.925], [6.395, -2.172, -1.891], [5.208, -4.341, -2.043], [4.102, -5.175, -2.054], [4.244, -6.669, -2.188], [2.843, -4.593, -1.943], [2.671, -3.219, -1.844], [1.260, -2.686, -1.816], [4.037, -0.103, 2.593], [4.587, 0.639, 1.085], [4.050, -1.052, 1.090], [5.221, 2.075, -1.672], [6.323, 2.902, -2.761], [6.758, 1.331, -2.101], [6.582, 2.370, -4.996], [6.703, 2.152, -7.369], [5.060, 2.064, -8.011], [6.101, 0.648, -8.081], [3.907, -0.326, -6.944], [2.949, -2.166, -5.450], [1.761, -0.877, -5.289], [2.415, -1.670, -3.855], [6.245, -1.110, -1.733], [6.941, -2.294, -2.829], [7.033, -2.542, -1.087], [6.202, -4.774, -2.121], [5.289, -6.974, -2.156], [3.818, -7.010, -3.134], [3.708, -7.182, -1.387], [1.960, -5.230, -1.941], [0.584, -3.413, -1.365], [0.894, -2.493, -2.829], [1.186, -1.770, -1.239]], "forces_ev_per_angstrom": [[0.1, 2.5, 0.6], [-0.1, 0.0, -0.1], [0.9, -0.9, 0.0], [-0.2, 0.2, 0.0], [-0.1, 0.1, 0.1], [0.3, -0.8, 0.1], [-0.2, 0.2, 0.1], [0.0, 0.1, -0.2], [0.0, 0.1, -0.1], [0.0, 0.0, 0.0], [0.0, 0.0, 0.1], [0.0, 0.0, -0.1], [-0.1, -0.2, 0.2], [0.3, -0.1, -0.1], [-0.2, 0.3, -0.1], [0.0, 0.1, -0.1], [0.0, 0.0, 0.0], [0.0, 0.0, 0.0], [0.0, 0.0, 0.1], [0.1, -0.1, 0.2], [0.2, -0.5, -0.7], [0.1, 0.1, 0.1], [0.0, -0.1, 0.0], [0.0, 0.0, 0.0], [0.1, 0.1, 0.0], [-0.1, 0.1, 0.1], [0.1, 0.0, -0.1], [-0.1, 0.0, 0.0], [0.0, 0.0, 0.0], [0.0, -0.1, 0.0], [0.0, 0.0, 0.0], [0.0, -0.1, 0.0], [0.0, 0.0, 0.0], [0.1, 0.0, 0.1], [0.0, 0.0, -0.1], [0.0, 0.0, 0.1], [0.0, -0.1, 0.0], [0.0, 0.0, -0.1], [0.0, 0.1, -0.1], [-0.2, -0.2, -0.3], [1.1, 0.1, 0.4], [-0.5, -0.1, -0.6], [-2.5, -0.5, 0.2], [1.0, -0.3, 0.1], [-0.4, 0.2, 0.0], [0.1, 0.0, 0.1], [0.0, -0.1, -0.2], [0.0, 0.0, 0.0], [0.0, 0.0, -0.1], [-0.1, -0.1, 0.1], [0.0, 0.0, 0.0], [0.0, -0.1, 0.1], [0.2, 0.2, -0.2], [0.1, 0.0, 0.1], [0.0, 0.1, 0.0], [-0.2, -0.2, -0.1], [0.1, 0.0, 0.0], [0.0, 0.0, 0.0], [0.0, 0.1, 0.0], [-0.1, -0.1, 0.0], [-0.1, 0.0, -0.1], [0.2, -0.3, -0.1], [0.0, 0.0, 0.0], [0.0, 0.0, 0.0], [0.1, 0.0, 0.0], [0.0, 0.0, 0.1], [0.0, 0.0, 0.0], [-0.1, 0.0, 0.0], [-0.1, 0.0, 0.0], [0.0, 0.0, 0.0], [0.0, 0.0, 0.0], [0.0, 0.0, 0.0], [0.0, 0.0, 0.1], [0.0, 0.0, 0.1], [0.0, 0.0, 0.0], [0.0, 0.0, 0.1], [0.0, 0.1, 0.0], [0.0, 0.0, 0.0], [0.0, 0.0, 0.0], [-0.1, 0.0, 0.0], [0.0, 0.0, 0.0], [0.0, 0.0, 0.0], [0.0, 0.0, 0.0], [0.1, 0.1, 0.0], [0.0, 0.0, 0.0], [0.0, 0.0, 0.1], [0.0, 0.2, 0.1]]}


(3)
{"formula": "C11H19Br3CaClCsKN2O15P", "method": "wB97M-V/def2-TZVPD", "lumo_ev": -4.082, "charge": 0, "energy_ev": -312645.6290, "molar_mass_g_mol": 937.492, "max_force_ev_per_a": 4.438, "homo_lumo_gap_ev": 2.34, "species": ["O", "C", "O", "C", "C", "C", "N", "C", "C", "O", "H", "H", "H", "H", "H", "H", "C", "O", "H", "H", "H", "K", "Cl", "N", "O", "O", "O", "O", "H", "H", "H", "C", "O", "C", "O", "O", "C", "H", "H", "H", "H", "H", "H", "C", "Br", "Br", "Br", "H", "O", "P", "O", "O", "O", "Cs", "Ca"], "xyz": [[-2.580, -0.789, 1.811], [-1.924, -1.470, 0.995], [-2.088, -2.791, 0.911], [-0.877, -0.924, -0.035], [-1.158, 0.051, -1.078], [-0.068, 0.343, -2.005], [1.208, -0.283, -1.856], [1.489, -1.204, -0.851], [0.584, -1.553, 0.003], [0.961, -2.565, 0.945], [-1.851, -3.009, -0.037], [-2.191, 0.493, -1.172], [-0.201, 1.030, -2.873], [1.937, -0.086, -2.514], [2.468, -1.673, -0.833], [1.516, -2.185, 1.648], [-2.123, -2.727, -2.430], [-0.937, -3.344, -2.036], [-3.067, -3.288, -2.266], [-2.347, -1.755, -1.949], [-2.142, -2.479, -3.510], [-0.292, -0.110, 2.400], [-1.061, -2.739, -5.222], [3.549, 0.685, 4.277], [3.348, 1.687, 3.520], [4.641, 0.501, 4.790], [2.595, -0.100, 4.471], [0.848, -5.859, 0.629], [1.369, -6.292, -0.079], [-0.056, -6.223, 0.689], [0.831, -4.875, 0.512], [-4.756, 2.233, 0.928], [-4.275, 3.013, -0.178], [-4.700, 4.279, -0.182], [-5.418, 4.783, 0.635], [-4.181, 4.884, -1.253], [-4.557, 6.259, -1.386], [-4.344, 1.233, 0.816], [-4.414, 2.654, 1.872], [-5.842, 2.173, 0.910], [-4.210, 6.837, -0.532], [-5.635, 6.353, -1.495], [-4.076, 6.631, -2.286], [5.958, 5.055, 3.113], [4.636, 3.638, 3.282], [6.863, 5.385, 4.785], [7.215, 4.690, 1.692], [5.452, 5.974, 2.849], [5.895, -3.697, -1.608], [4.609, -4.390, -1.180], [4.886, -5.591, -0.285], [3.873, -4.876, -2.418], [3.765, -3.387, -0.403], [-0.070, 2.371, -0.403], [0.945, -2.971, -4.125]], "forces_ev_per_angstrom": [[0.9, -1.1, -1.2], [0.0, 1.5, -2.3], [0.0, -0.2, -0.7], [-0.3, -0.1, 1.6], [2.7, -2.5, -2.0], [-4.2, -1.4, 0.4], [0.3, 0.4, -0.9], [1.1, 0.2, -0.9], [-2.5, -0.5, 1.1], [-1.0, 0.5, 0.1], [0.3, -0.2, 0.6], [1.3, -0.4, 0.0], [0.1, -0.9, 0.7], [0.0, 0.3, 0.1], [0.0, 0.1, -0.1], [0.1, -0.3, -0.5], [-0.8, 0.4, -0.7], [0.7, 0.2, -0.3], [0.4, -0.5, 0.2], [0.3, -0.1, 0.2], [-0.4, -0.2, 1.2], [1.4, 0.8, 1.9], [-0.4, 0.1, -2.3], [-0.1, 0.2, -0.2], [-1.0, -0.9, -0.1], [0.0, 0.1, 0.0], [-0.5, -0.3, -0.2], [0.0, 0.1, 0.0], [0.1, 0.2, 0.0], [0.0, 0.1, -0.1], [0.1, 0.5, 0.0], [0.0, -0.3, 0.1], [0.2, -0.1, 0.0], [0.0, 0.0, -0.1], [0.0, 0.0, 0.0], [0.1, 0.0, 0.0], [0.0, 0.2, -0.1], [0.1, 0.1, -0.1], [-0.1, 0.1, 0.0], [0.0, 0.1, 0.1], [-0.1, 0.0, 0.1], [0.0, 0.0, 0.1], [0.1, -0.2, 0.0], [-0.5, 0.1, -0.1], [1.2, 0.7, 0.0], [0.0, 0.0, 0.0], [0.0, 0.0, 0.0], [0.1, 0.1, 0.0], [-0.2, 0.3, -0.2], [0.0, -0.1, 0.1], [-0.5, -0.1, 0.1], [-0.3, -0.1, -0.5], [0.2, 0.0, 0.2], [1.0, 3.5, 2.0], [0.1, -0.5, 2.6]]}


(4)
{"formula": "C36H42F3N2O2PS2", "method": "wB97M-V/def2-TZVPD", "smiles": "C#Cc1c(C=C)c(C(F)(F)F)cc2c1N([PH2]=S)c1ccc(CCCCCCCCCCCCC)cc1S2.O=[N+]([O-])c1ccccc1", "lumo_ev": -1.354, "charge": 0, "energy_ev": -84166.2769, "molar_mass_g_mol": 686.846, "max_force_ev_per_a": 9.935, "homo_lumo_gap_ev": 6.61, "species": ["C", "C", "C", "C", "C", "C", "C", "C", "F", "F", "F", "C", "C", "C", "N", "P", "S", "C", "C", "C", "C", "C", "C", "C", "C", "C", "C", "C", "C", "C", "C", "C", "C", "C", "C", "C", "S", "H", "H", "H", "H", "H", "H", "H", "H", "H", "H", "H", "H", "H", "H", "H", "H", "H", "H", "H", "H", "H", "H", "H", "H", "H", "H", "H", "H", "H", "H", "H", "H", "H", "H", "H", "H", "H", "O", "N", "O", "C", "C", "C", "C", "C", "C", "H", "H", "H", "H", "H"], "xyz": [[-0.367, 2.203, -5.805], [-0.914, 2.471, -4.515], [-1.798, 2.369, -3.114], [-3.363, 2.948, -3.212], [-3.906, 3.516, -4.651], [-4.404, 2.478, -5.640], [-4.407, 2.930, -1.918], [-5.970, 3.456, -2.012], [-6.476, 3.634, -0.613], [-6.132, 4.745, -2.742], [-6.862, 2.473, -2.738], [-3.760, 2.331, -0.496], [-2.192, 1.754, -0.417], [-1.177, 1.727, -1.697], [0.222, 1.202, -1.780], [0.340, -0.294, -2.770], [1.746, -0.068, -4.146], [0.876, 0.883, -0.472], [2.511, 0.526, -0.548], [3.394, 0.099, 0.790], [2.715, -0.004, 2.314], [3.618, -0.472, 3.600], [3.410, -2.082, 4.003], [2.033, -2.731, 3.395], [1.696, -4.253, 3.900], [0.858, -5.100, 2.764], [-0.440, -4.318, 2.141], [-1.768, -4.296, 3.105], [-1.798, -3.074, 4.206], [-2.563, -1.701, 3.647], [-3.372, -0.946, 4.858], [-4.661, -0.052, 4.382], [-4.338, 1.562, 4.198], [-5.652, 2.429, 3.662], [1.092, 0.369, 2.372], [0.209, 0.788, 1.015], [-1.618, 1.114, 1.244], [0.118, 2.026, -6.866], [-3.991, 4.637, -4.975], [-3.648, 1.760, -6.180], [-5.558, 2.422, -5.939], [-4.481, 2.298, 0.453], [-0.953, -0.507, -3.367], [0.788, -1.336, -1.883], [3.052, 0.555, -1.611], [4.535, -0.162, 0.581], [4.756, -0.404, 3.245], [3.486, 0.179, 4.566], [3.315, -2.119, 5.178], [4.375, -2.704, 3.724], [2.108, -2.740, 2.227], [1.134, -2.049, 3.771], [2.665, -4.906, 4.147], [1.054, -4.231, 4.891], [1.602, -5.293, 1.851], [0.585, -6.178, 3.191], [-0.748, -4.916, 1.156], [-0.212, -3.215, 1.764], [-2.722, -4.162, 2.425], [-1.861, -5.340, 3.629], [-0.740, -2.778, 4.625], [-2.415, -3.489, 5.138], [-1.701, -0.969, 3.278], [-3.211, -1.962, 2.704], [-2.635, -0.279, 5.519], [-3.792, -1.812, 5.564], [-5.226, -0.490, 3.436], [-5.457, -0.117, 5.270], [-4.038, 2.058, 5.236], [-3.513, 1.689, 3.370], [-6.503, 2.512, 4.473], [-6.039, 2.032, 2.628], [-5.252, 3.532, 3.458], [0.582, 0.321, 3.427], [8.100, 0.212, -3.156], [8.420, 0.661, -4.267], [9.588, 0.831, -4.645], [7.342, 1.020, -5.196], [6.006, 0.879, -4.795], [4.984, 1.245, -5.674], [5.296, 1.742, -6.941], [6.627, 1.871, -7.341], [7.657, 1.511, -6.470], [5.747, 0.494, -3.812], [3.944, 1.147, -5.370], [4.496, 2.032, -7.621], [6.862, 2.256, -8.331], [8.690, 1.620, -6.795]], "forces_ev_per_angstrom": [[-4.0, 1.7, 8.9], [2.2, -2.8, -7.3], [-1.2, 0.3, 1.2], [1.6, -0.5, 1.2], [-1.1, -2.9, -1.4], [0.8, 2.0, 1.5], [4.3, -1.5, 0.3], [-0.6, 0.1, 0.0], [1.3, -0.6, -4.7], [0.4, -4.3, 2.6], [2.8, 3.3, 2.6], [1.4, 0.3, -3.1], [-0.9, 1.2, -3.2], [-4.2, 2.0, -1.2], [-2.4, -1.3, 2.5], [1.9, 0.9, -1.6], [-0.8, -0.5, 0.8], [3.7, -1.1, 4.2], [-1.4, -0.2, 3.3], [-3.7, 0.6, -0.1], [-2.3, 1.3, -3.9], [0.6, -0.7, -1.0], [-0.5, -0.1, 0.7], [0.1, -0.2, 0.5], [-0.1, -0.7, 0.2], [0.7, 0.3, -0.5], [-0.7, -0.5, -0.6], [0.3, 0.3, -0.2], [-0.8, -0.2, 0.5], [1.4, 0.2, 0.3], [-0.5, -0.6, 0.1], [-0.7, 0.7, 1.0], [-0.9, -0.1, -0.5], [1.0, 0.6, 0.0], [2.3, 0.0, -3.0], [3.6, -0.7, -1.0], [1.1, 0.3, -1.8], [-1.2, 0.7, 3.0], [-0.9, -2.1, 1.8], [-1.8, 0.4, 2.3], [2.9, 1.1, -0.3], [2.0, 0.0, -2.2], [0.5, 0.1, 0.8], [-1.0, 0.6, -0.1], [-1.4, 0.0, 2.6], [-2.8, 0.6, 0.7], [-2.6, 0.2, 0.8], [0.0, -1.1, -2.2], [0.3, 0.0, -2.3], [-2.1, 1.3, 0.4], [-0.3, 0.2, 2.2], [1.9, -1.4, -1.2], [-1.9, 1.6, -0.6], [1.3, 0.1, -1.9], [-1.5, 0.4, 1.9], [0.3, 2.4, -0.9], [0.7, 1.2, 2.1], [-0.2, -2.3, 1.0], [1.9, -0.3, 1.3], [0.2, 2.0, -0.9], [-2.0, -0.7, -1.0], [1.3, 1.0, -1.9], [-1.9, -1.5, 0.6], [1.0, 0.5, 2.0], [-1.6, -1.5, -1.5], [0.9, 1.9, -1.5], [1.5, 0.9, 1.8], [1.6, 0.1, -1.9], [-0.3, -1.3, -2.3], [-1.3, -0.1, 1.9], [1.7, -0.4, -1.8], [0.5, 0.6, 2.1], [-1.0, -2.3, 0.5], [0.9, 0.2, -2.4], [0.5, 0.6, -1.6], [1.0, -0.3, 0.9], [-1.7, -0.3, 0.6], [-0.8, 0.3, -0.6], [0.1, 0.0, -0.1], [0.3, 0.0, -0.1], [0.1, 0.0, 0.1], [-0.1, -0.1, 0.4], [0.0, 0.0, 0.0], [0.3, 0.1, -0.2], [0.3, 0.0, 0.0], [0.2, -0.1, 0.1], [0.0, -0.1, 0.2], [-0.2, -0.1, 0.3]]}